{
  "formula": "C45H44N3OP3ReSbSe4",
  "method": "ωB97M-V with the def2-TZVPD basis set",
  "species": ["C", "Re", "H", "H", "H", "H", "C", "H", "H", "H", "H", "O", "N", "C", "C", "C", "C", "H", "H", "H", "C", "C", "H", "H", "C", "H", "C", "P", "H", "H", "H", "C", "C", "N", "H", "H", "H", "H", "C", "C", "C", "C", "H", "C", "C", "N", "H", "H", "H", "C", "H", "C", "P", "P", "H", "Se", "Se", "C", "C", "C", "H", "C", "H", "C", "C", "C", "C", "H", "Se", "C", "C", "H", "H", "C", "H", "H", "C", "C", "H", "C", "H", "C", "Se", "H", "C", "H", "C", "H", "C", "C", "H", "H", "C", "H", "C", "C", "H", "H", "C", "C", "C", "Sb"],
  "positions_angstrom": [[-3.02959, 0.26346, 1.86696], [0.06809, -0.30067, 0.07423], [1.00367, 2.28742, 1.21060], [1.64755, -3.54116, -3.58044], [2.40285, 0.84259, -2.22290], [3.89671, -0.65571, 5.23090], [-1.87716, 2.40547, 0.29585], [-0.84172, 5.60480, -3.34976], [0.28920, -1.75097, 3.48316], [4.84185, 0.87894, -1.86800], [1.83175, -3.43539, 4.12187], [-0.75292, 1.29319, -1.48106], [3.98236, -0.44063, 3.15214], [-1.78635, 3.49584, -1.85867], [0.98096, 3.39626, 4.40788], [2.23163, -1.29158, -1.87811], [-3.33437, -0.20267, 3.14745], [-6.50557, -1.24972, 2.57490], [-2.64169, 5.45783, -1.86744], [0.48560, 4.46833, -3.07682], [-2.53788, 3.49442, 0.85708], [-0.53718, 1.18592, -2.87386], [-3.49335, 2.98042, -3.95395], [-4.85301, -1.04926, 4.39566], [-3.94613, 0.08439, 0.81887], [0.65254, -0.02860, 3.78037], [-0.21495, 2.83699, 4.83539], [1.72740, -0.84603, 1.69570], [-3.27625, -4.11742, -3.42960], [-2.23649, -2.22937, -2.23866], [-0.57061, 3.02020, 5.84091], [0.57628, -3.67584, -3.51569], [-0.52541, 1.82996, 2.67791], [2.12799, -1.36517, 4.36463], [2.84128, 0.60399, 4.57135], [6.05952, -1.22102, -1.41727], [-0.20472, 4.66005, -4.69396], [-3.30258, 5.45726, 0.48264], [-1.61517, -2.93943, -2.77650], [-0.61783, 1.93845, -5.11717], [2.54098, -2.58972, 1.72117], [-5.51797, -0.85935, 2.36675], [0.68633, -1.17608, -4.99011], [1.08008, -0.98949, 3.48587], [2.91527, -2.47681, -1.55963], [3.36673, -2.72471, 2.85940], [-3.21390, 4.72084, -3.82676], [-5.89037, -0.62211, 0.26392], [5.16635, -2.07338, 3.70714], [-1.46443, 3.51594, -3.33751], [-3.69092, 0.40961, -0.18517], [-5.18107, -0.48411, 1.06894], [-1.47745, 1.02553, 1.37286], [0.45136, -1.26785, -2.10866], [1.73924, -3.32900, 1.74848], [-4.50362, -4.45148, 0.53707], [-0.53222, -4.12503, 0.32341], [-2.20122, -3.99859, -3.44272], [3.31654, 0.15238, 2.04663], [-0.97877, 2.05702, 3.97673], [3.11219, -2.70769, 0.80145], [-1.48837, 2.41959, -1.03469], [2.33510, 3.67028, 2.76077], [-2.79924, 4.59549, 0.06558], [-0.44047, 4.63204, -3.63089], [4.48972, -1.78775, 2.90347], [-4.59211, -0.73601, 3.39305], [-2.83793, 3.47002, 1.89744], [-1.14072, -2.05920, 0.79510], [3.23009, -0.40206, 4.40797], [0.03308, -0.00363, -3.30223], [3.33523, -2.97005, 4.93422], [3.93778, 0.12460, 1.14946], [4.29886, -0.05334, -1.78439], [-1.92810, 1.67016, 4.31466], [2.37514, -3.41085, -1.46512], [-0.02509, -4.73248, -4.18208], [2.64680, -2.71101, 4.13162], [0.10324, 0.59528, -6.61878], [-2.42519, 4.58468, -1.26631], [-2.56524, 3.83651, -5.19273], [4.98281, -1.24052, -1.52905], [-1.54517, -4.58425, 4.08897], [-0.87663, 2.69509, -5.84541], [0.67978, 2.40489, 2.24605], [0.58701, -5.41906, -4.75194], [1.42722, 3.19098, 3.10429], [-2.61070, -0.16424, 3.94987], [-0.22299, -2.77624, -2.80495], [2.92693, -0.07124, -1.96236], [-1.85699, -5.73139, -4.66293], [5.03800, -1.81092, 1.96157], [0.26494, -0.23755, -4.65436], [3.03499, 1.18068, 2.27252], [-2.76598, 3.77505, -4.12493], [-0.87284, 2.19045, -3.76719], [1.56333, 4.01315, 5.07994], [4.83359, -3.36777, -1.24956], [4.29351, -2.44581, -1.42624], [-0.06345, 0.75215, -5.56162], [-1.40262, -4.89981, -4.14045], [-2.62676, -4.33733, 1.98579]],
  "forces_ev_per_angstrom": [[0.17, -0.07, -0.09], [1.16, 0.66, -0.70], [-0.03, 0.10, -0.01], [-0.01, -0.03, -0.05], [0.00, -0.01, -0.04], [0.00, -0.04, -0.02], [0.08, -0.30, 0.07], [0.00, 0.01, -0.03], [-0.01, 0.03, -0.04], [0.01, -0.01, -0.03], [-0.01, 0.02, -0.08], [0.38, -0.50, 0.65], [0.32, 0.03, 0.21], [0.24, -0.39, -0.11], [0.06, 0.02, -0.02], [-0.46, 0.00, 0.60], [0.10, -0.04, -0.09], [0.02, -0.04, 0.00], [0.00, -0.04, -0.04], [0.01, 0.03, -0.01], [-0.01, -0.08, -0.16], [0.11, -0.04, -0.58], [-0.01, 0.01, -0.01], [0.01, -0.01, 0.00], [0.09, 0.09, 0.06], [0.07, -0.02, -0.07], [-0.03, -0.02, 0.10], [0.03, -0.22, 0.66], [0.01, -0.02, 0.00], [-0.05, 0.00, -0.02], [0.01, 0.02, -0.01], [-0.01, 0.06, 0.09], [-0.01, -0.14, -0.12], [0.03, -0.09, 0.46], [-0.02, -0.02, -0.01], [0.01, -0.04, -0.03], [0.00, 0.04, 0.00], [0.02, 0.01, -0.02], [0.11, 0.12, 0.07], [0.00, -0.06, 0.05], [0.06, -0.40, -0.13], [0.00, 0.01, -0.07], [0.00, -0.01, 0.00], [-0.24, 0.08, -0.11], [0.10, 0.04, -0.08], [0.13, -0.23, 0.02], [0.00, 0.01, -0.04], [-0.01, 0.06, 0.00], [-0.03, 0.00, 0.02], [-0.04, 0.24, -0.20], [-0.10, 0.05, 0.01], [-0.04, -0.04, 0.04], [-0.45, 0.38, -0.22], [-0.47, 0.07, -0.89], [-0.01, 0.12, 0.00], [0.99, 0.14, 0.88], [0.31, -0.83, -0.44], [0.02, 0.05, 0.03], [-0.07, 0.25, -0.43], [0.02, -0.05, -0.06], [-0.04, 0.13, 0.07], [-0.31, 0.53, 0.26], [0.01, -0.02, 0.00], [-0.08, 0.11, 0.09], [-0.02, -0.09, 0.06], [-0.15, 0.12, -0.06], [-0.01, -0.07, 0.10], [-0.01, 0.05, 0.00], [-0.24, 1.10, 0.03], [-0.07, -0.02, -0.20], [0.04, -0.09, 0.41], [0.01, -0.01, -0.02], [-0.01, 0.05, 0.02], [0.00, 0.04, 0.03], [0.01, 0.04, 0.02], [0.04, -0.01, 0.00], [0.05, -0.07, -0.07], [0.00, 0.19, -0.05], [0.01, 0.01, 0.01], [-0.06, 0.01, 0.08], [-0.03, 0.03, 0.00], [-0.04, 0.06, -0.04], [-0.66, 0.23, -0.99], [0.03, 0.02, 0.01], [-0.03, 0.03, -0.04], [-0.01, -0.01, 0.02], [-0.01, -0.05, 0.04], [-0.03, 0.04, 0.02], [0.02, -0.06, 0.35], [0.06, 0.10, -0.01], [0.00, 0.01, -0.01], [-0.02, -0.01, 0.00], [-0.05, 0.12, 0.03], [-0.03, -0.04, -0.05], [0.06, -0.05, 0.05], [-0.04, 0.01, 0.38], [-0.04, 0.02, 0.02], [0.02, 0.02, 0.02], [0.00, -0.13, -0.04], [0.04, -0.06, -0.17], [0.02, -0.02, -0.01], [-0.97, -1.23, 0.67]],
  "mulliken_charge": [0.6265, 1.4481, 0.6802, 0.5609, 0.4894, 0.2992, -0.0325, 0.4249, 0.5172, 0.5490, 0.3557, 0.4880, 0.3075, 1.2516, -0.7561, 0.5154, -0.6773, 0.4683, 0.5073, 0.3398, -0.4099, -0.8810, 0.3813, 0.5159, -0.4868, 0.2519, -0.8023, 1.8540, 0.5191, 0.4790, 0.5182, -0.5581, 0.5975, 0.2886, 0.3760, 0.4999, 0.4427, 0.4947, -0.6494, -0.4422, -0.7652, -0.7238, 0.6291, -0.9863, -0.8811, 0.2680, 0.4317, 0.5338, 0.3197, 1.2290, 0.4207, -0.7870, 1.0396, 1.3871, 0.6418, -0.2075, -0.3600, -0.7792, -1.1170, -0.5349, -0.1385, -0.5699, 0.5150, -1.7417, -1.6159, -0.9433, -1.0738, 0.6271, 0.2223, -0.9503, 0.3330, 0.3520, 0.4013, -0.9211, 0.4905, 0.5256, -0.9124, -0.9090, 0.4798, -0.4023, 0.4231, -0.6433, -0.2360, 0.5026, -0.5711, 0.5018, -0.7445, 0.4935, 1.2150, -0.6966, 0.4563, 0.3916, -0.6154, 0.2992, -1.6808, 0.9651, 0.4963, 0.5348, -0.3438, -1.7043, -0.6859, 0.7631],
  "energy_ev": -351777.648,
  "charge": 4,
  "e_homo_ev": [-18.105, -18.101],
  "molar_mass_g_mol": 1359.60,
  "e_lumo_ha": [-0.4843, -0.4830],
  "largest_force_ha_per_bohr": 0.033
}